Entry from the Open Molecules 2025 dataset: 2 unconnected molecules or ions with the total composition C29H54BClN5O6S (ωB97M-V/def2-TZVPD).

The LUMO energy comes out at -3.0737 eV. Its energy is -2745.276993 hartree. The total charge is +1.

Last column: Mulliken charge in e.
Positions of all 97 atoms, in Å:
Cl 2.98 -0.17 -2.63  -0.06
S 6.06 0.92 -1.46  -0.13
O -8.53 -0.18 2.27  -0.34
O -0.12 0.15 -3.10  -0.14
O -0.47 0.76 -5.04  -0.28
O -1.33 -2.77 0.11  -0.70
O -6.43 0.50 2.26  -0.62
O 1.67 -0.55 2.41  -0.35
N -0.27 0.43 -0.63  2.08
N -2.06 -1.58 2.12  -0.68
N -1.05 0.66 -4.02  0.08
N 0.09 -4.37 -4.34  -0.59
N 3.45 1.20 -0.44  -0.47
C 1.25 -0.94 1.10  -2.29
C 5.02 -2.14 2.89  -1.02
C 1.87 0.82 2.68  0.87
C -7.51 0.48 1.71  0.79
C -1.27 1.56 -0.34  -0.01
C 1.06 1.19 -0.84  -1.15
C 4.02 1.73 3.87  -0.37
C 2.16 2.95 -2.69  -0.52
C 2.41 -1.04 -0.03  2.52
C -10.15 -1.10 0.71  -0.94
C 4.47 1.21 -1.19  0.12
C 2.15 -3.86 -2.87  -0.55
C 3.80 -1.15 0.82  -1.12
C 2.60 1.00 4.11  -0.95
C 1.42 -3.71 -4.31  -0.59
C 2.35 0.26 -0.97  0.63
C 2.38 -2.46 -0.74  -2.07
C -9.89 -0.11 1.82  -0.41
C -2.66 1.16 0.22  -1.64
C -0.16 -0.37 0.62  -0.93
C -3.70 0.73 0.72  0.59
C -7.71 1.12 0.37  -1.02
C 1.00 2.55 -1.65  0.65
C 1.37 -2.82 -1.89  0.99
C 1.66 4.34 -3.39  -1.13
C 3.99 -2.45 1.70  -0.32
C 3.82 3.26 3.39  -0.91
C 1.01 3.88 -0.71  -1.52
C -0.82 -0.20 -1.86  -0.55
B -1.20 -1.60 0.89  1.34
H 4.61 3.48 2.61  0.28
H 3.44 -2.64 -1.13  0.45
H -8.73 1.45 0.18  0.38
H 4.84 -2.78 3.80  0.34
H -9.54 -0.88 -0.17  0.27
H 0.11 2.64 -2.38  0.26
H 3.01 -2.72 2.22  0.13
H 3.92 3.95 4.28  0.35
H 0.22 4.63 -1.06  0.25
H 2.82 3.37 2.85  0.13
H 4.56 1.74 4.87  0.46
H -11.20 -1.08 0.41  0.35
H 4.65 1.20 3.09  0.11
H 1.01 -2.02 -2.58  -0.71
H -1.95 -0.70 2.63  0.20
H -0.57 -3.68 -3.94  0.29
H 2.09 -4.93 -2.50  0.23
H 0.76 3.66 0.37  0.39
H 2.10 5.24 -2.86  0.29
H 3.22 -3.53 -3.07  0.35
H -1.68 -3.50 0.66  0.28
H -4.68 0.29 1.05  0.37
H 2.51 1.39 1.94  -0.35
H 1.09 -2.06 1.29  1.01
H 1.36 -2.61 -4.61  0.17
H -10.16 0.91 1.55  0.36
H 0.89 1.42 2.78  0.07
H 2.25 2.26 -3.58  0.32
H 0.09 -5.18 -3.71  0.29
H 4.02 -0.27 1.48  -0.25
H 2.79 -0.05 4.49  0.28
H -7.09 2.02 0.32  0.33
H 4.40 -3.33 1.12  0.32
H 2.12 4.35 -4.44  0.41
H 1.20 1.62 0.22  0.12
H 1.96 1.56 4.85  0.39
H 2.08 -4.19 -5.12  0.34
H -0.43 0.37 1.46  -0.21
H 2.04 4.36 -0.69  0.42
H -1.60 2.08 -1.30  0.54
H -0.85 2.27 0.43  0.26
H -9.89 -2.11 1.02  0.30
H 2.21 -3.32 0.00  0.31
H -0.84 -1.32 -1.91  0.27
H 0.54 4.38 -3.54  0.30
H 0.48 -3.44 -1.53  0.27
H -10.51 -0.38 2.68  0.30
H -1.85 -2.38 2.72  0.25
H 3.13 3.24 -2.21  0.26
H -1.90 0.10 -2.11  0.70
H -7.40 0.43 -0.41  0.25
H 6.09 -2.31 2.57  0.33
H 4.61 -1.20 0.01  0.78
H 4.91 -1.06 3.25  0.11


Entry from the Open Molecules 2025 dataset: 2 unconnected molecules or ions with the total composition CH4O3 (ωB97M-V/def2-TZVPD).

The LUMO energy comes out at 0.8719 eV. Its energy is -266.220365 hartree. As for the relative energy (zero: lowest compared OMol25 entry of this formula, charge and spin): 41.1 kJ/mol.

Last column: Mulliken charge in e.
Positions of all 8 atoms, in Å:
O -0.08 1.11 3.54  -0.41
O 0.54 -1.57 -4.04  -0.64
O -1.05 0.82 1.53  -0.46
C -0.11 0.72 2.24  0.25
H -0.26 -1.08 -4.24  0.32
H 1.10 -1.41 -4.80  0.32
H 0.87 0.30 1.98  0.30
H -1.01 1.13 3.80  0.32


Kohn-Sham gap per entry: 8.085 11.971 eV